No. 1
{"formula": "C19H29N3O6", "method": "ωB97M-V/def2-TZVPD", "species": ["O", "O", "O", "O", "O", "O", "N", "N", "N", "C", "C", "C", "C", "C", "C", "C", "C", "C", "C", "C", "C", "C", "C", "C", "C", "C", "C", "C", "H", "H", "H", "H", "H", "H", "H", "H", "H", "H", "H", "H", "H", "H", "H", "H", "H", "H", "H", "H", "H", "H", "H", "H", "H", "H", "H", "H", "H"], "xyz": [[-1.42542, -4.54440, -3.27593], [-0.10785, 2.38850, -3.28868], [-2.43288, -1.75989, 0.01660], [3.45861, 4.50600, -0.70488], [1.49897, 0.27132, 4.96802], [-0.87562, 2.14302, -1.14192], [-0.59983, -3.26991, -1.66465], [-1.59797, -2.79649, 1.81716], [1.03271, 3.41675, -1.64365], [1.72803, -1.95024, 2.04021], [1.34872, -0.20577, 3.70603], [0.64542, 0.55401, 2.75023], [-1.86141, -5.31167, -1.07702], [-3.17085, 2.34346, -1.90512], [-2.67552, -2.41403, 2.72727], [-2.01916, 1.39536, -1.58829], [0.74909, -1.76362, -0.28988], [1.02078, -1.19080, 1.08741], [-0.30930, -2.87661, -0.27929], [1.17533, 3.78654, -0.22720], [2.64820, 3.72358, 0.18699], [3.37668, 4.04830, -2.06547], [-0.02414, 2.61992, -2.08781], [-1.55005, -2.43788, 0.52709], [1.93347, 4.11084, -2.57800], [1.88885, -1.46150, 3.35128], [0.47797, 0.05818, 1.44498], [-1.28172, -4.33496, -2.08228], [-2.90583, 3.00070, -2.73886], [0.61292, 3.12333, 0.43633], [0.41026, -0.95982, -0.94648], [-1.07930, -5.67190, -0.41356], [-1.78961, 0.77031, -2.45883], [-0.81035, -3.29271, 2.20103], [1.62034, 5.15543, -2.67323], [-2.65091, -4.82099, -0.51117], [-2.28644, -6.15420, -1.62120], [4.01535, 4.66960, -2.70063], [3.74220, 3.01804, -2.13308], [0.79413, 4.80194, -0.07838], [-2.70473, -1.32674, 2.82100], [2.75653, 4.10388, 1.20695], [0.22482, 1.50658, 3.03506], [-2.51808, -2.85466, 3.71214], [-3.40921, 2.95726, -1.03147], [-3.63385, -2.75214, 2.32861], [-4.06000, 1.77031, -2.18368], [2.14656, -2.90922, 1.76640], [2.98607, 2.68196, 0.18296], [1.90976, 3.66839, -3.57907], [1.67877, -2.15822, -0.70187], [-0.09271, 0.62659, 0.72422], [2.42977, -2.04182, 4.08255], [2.05583, -0.29387, 5.50323], [-0.28941, -2.65358, -2.39912], [0.12684, -3.73409, 0.23166], [-2.33085, 0.72162, -0.78470]], "lowdin_charge": [0.0395, 0.0677, 0.0615, -0.1426, 0.0535, -0.0300, 0.1179, 0.0315, -0.0244, -0.0398, -0.3130, 0.0070, 0.0137, -0.0624, -0.0481, -0.2186, -0.0922, -0.2325, -0.2166, -0.1176, -0.1772, -0.1738, -0.4911, -0.4789, -0.1106, -0.0135, -0.0133, -0.5464, 0.0779, 0.1120, 0.1207, 0.0775, 0.1238, 0.1279, 0.1297, 0.0817, 0.0865, 0.1254, 0.1228, 0.1291, 0.0863, 0.1255, 0.1127, 0.0848, 0.0784, 0.0868, 0.0814, 0.1128, 0.1212, 0.1265, 0.1279, 0.0960, 0.1051, 0.1012, 0.1503, 0.1350, 0.1034], "lumo_energy_ev": 0.3, "e_tot_ha": -1357.15173, "total_charge": 0, "e_above_lowest_kj_mol": 204.1, "smiles": "CNC(=O)[C@H](Cc1ccc(O)cc1)NC(C)=O.CCOC(=O)N1CCOCC1", "e_homo_ev": -8.92}

=====

No. 2
{"formula": "C19H29N3O6S", "method": "ωB97M-V/def2-TZVPD", "species": ["S", "O", "O", "O", "O", "O", "O", "N", "N", "N", "C", "C", "C", "C", "C", "C", "C", "C", "C", "C", "C", "C", "C", "C", "C", "C", "C", "C", "C", "H", "H", "H", "H", "H", "H", "H", "H", "H", "H", "H", "H", "H", "H", "H", "H", "H", "H", "H", "H", "H", "H", "H", "H", "H", "H", "H", "H", "H"], "xyz": [[0.48762, 3.99485, -3.03639], [-1.42145, 0.60669, -0.17548], [0.50743, -5.45846, 3.12222], [-0.40405, 5.70127, 0.38676], [1.89470, 4.27684, -3.05556], [-0.44342, -3.73403, 4.20078], [-0.30287, 4.36495, -4.17161], [-0.45532, -1.37241, 0.23186], [0.31730, 2.36260, -2.81403], [-1.63735, 5.72568, -0.18171], [-2.70276, 5.03720, -2.27469], [0.66603, -3.37973, 1.06721], [-1.05101, 0.36391, -3.00287], [-0.59713, -3.87813, 1.78728], [-1.66313, -2.77456, 1.83288], [0.46623, 5.13162, -0.45467], [1.23576, 0.28692, -1.98270], [0.29233, -2.55326, -0.15904], [2.33985, -5.30500, 4.72353], [-1.05164, -1.40726, 1.55836], [-0.74622, -0.32615, -0.57705], [-1.54579, 5.17588, -1.36156], [1.88699, 5.01304, -0.06033], [1.12347, 1.79269, -1.76185], [-0.18996, -4.32244, 3.18443], [1.02612, -5.97615, 4.35124], [-1.04531, 1.87731, -2.80410], [-0.15810, -0.36306, -1.98636], [-0.20017, 4.76716, -1.59573], [-2.12519, -2.75859, 2.82059], [-0.07043, -1.40337, -2.30981], [-2.07654, 0.00152, -2.91933], [2.10350, 2.26745, -1.81824], [1.20953, -2.26207, -0.67789], [1.86462, -0.14344, -1.20099], [0.67683, 1.99087, -0.77585], [-1.53676, 2.11584, -1.85294], [-0.30670, -3.17602, -0.83856], [-2.35196, 5.04421, -3.30352], [0.28381, -5.82163, 5.14062], [2.17642, -4.24657, 4.91081], [1.27505, -4.22986, 0.75927], [3.06156, -5.41619, 3.91770], [2.20493, 5.92329, 0.44323], [-0.30122, -1.17036, 2.31924], [-1.81692, -0.62920, 1.58350], [1.16462, -7.04395, 4.17218], [1.26450, -2.76787, 1.74420], [2.73959, -5.76231, 5.62372], [1.70938, 0.11091, -2.94990], [2.02024, 4.18041, 0.62981], [-0.97797, -4.75941, 1.26418], [2.48431, 4.84542, -0.95256], [-2.43910, -2.97286, 1.09264], [-0.67991, 0.13803, -4.00417], [-3.21533, 4.09537, -2.08314], [-1.56476, 2.37388, -3.62388], [-3.40427, 5.84850, -2.10177]], "lowdin_charge": [0.6771, 0.0583, -0.0018, 0.0297, -0.2828, 0.1247, -0.2733, -0.0343, -0.2227, 0.1144, -0.0129, -0.1196, -0.1046, -0.2081, -0.1084, -0.2775, -0.1084, -0.1438, -0.0602, -0.1253, -0.4166, -0.3131, 0.0124, -0.1915, -0.4774, -0.2101, -0.1974, -0.2236, -0.1557, 0.1180, 0.1289, 0.1268, 0.1191, 0.1177, 0.1159, 0.1300, 0.1135, 0.1351, 0.0691, 0.1221, 0.0758, 0.1258, 0.0777, 0.0950, 0.1356, 0.1241, 0.1232, 0.1315, 0.0779, 0.1289, 0.0949, 0.1523, 0.0713, 0.1245, 0.1249, 0.0863, 0.1196, 0.0870], "lumo_energy_ev": 0.4, "e_tot_ha": -1755.29432, "total_charge": 0, "e_above_lowest_kj_mol": 177.3, "smiles": "CCOC(=O)C1CCN(C(=O)C2CCN(S(=O)(=O)c3c(C)noc3C)CC2)CC1", "e_homo_ev": -9.40}

=====

No. 3
{"formula": "C19H29N4O3P", "method": "ωB97M-V/def2-TZVPD", "species": ["P", "O", "O", "O", "N", "N", "N", "N", "C", "C", "C", "C", "C", "C", "C", "C", "C", "C", "C", "C", "C", "C", "C", "C", "C", "C", "C", "H", "H", "H", "H", "H", "H", "H", "H", "H", "H", "H", "H", "H", "H", "H", "H", "H", "H", "H", "H", "H", "H", "H", "H", "H", "H", "H", "H", "H"], "xyz": [[0.76000, -1.61231, -3.45388], [-2.22115, 1.25830, -1.12670], [-0.59773, 0.43578, -2.42878], [-2.68562, 0.30146, -3.12680], [-0.44403, 1.43442, -5.75917], [1.06930, -2.45792, -4.72548], [1.27348, -1.66679, 7.09801], [0.85284, 2.04736, 1.19541], [-1.98829, -0.75229, -3.85852], [-0.22882, 0.91887, 2.96584], [1.89125, -2.10539, 5.99162], [-2.25533, -2.03985, -3.07248], [1.00537, 0.58311, 3.51410], [0.21491, 0.70559, -4.72121], [-1.34409, 2.51337, -5.39738], [0.55891, -0.52905, 7.07849], [1.81858, -1.39586, 4.81307], [1.37795, -2.42469, 8.37023], [1.09079, -0.21117, 4.76874], [-0.27537, 1.65155, 1.80150], [-1.87788, 0.71327, -2.14981], [0.71935, 2.81724, -0.06131], [-0.50078, -0.27883, -3.71256], [-2.57602, -0.91088, -5.24363], [0.44793, 0.21604, 5.92880], [2.05433, 1.74258, 1.70469], [2.16091, 1.00789, 2.86471], [0.69516, 1.44140, -4.06082], [-3.64617, -1.11507, -5.13138], [1.69945, 3.11366, -0.41937], [-1.94937, -2.92766, -3.62937], [-1.20519, 1.92621, 1.31803], [-3.33181, -2.09636, -2.88662], [0.11453, 3.69596, 0.14414], [0.27234, -2.33545, -2.35690], [-1.76015, -2.03680, -2.09570], [2.91866, 2.10366, 1.16708], [-0.76973, 3.36732, -5.02164], [-0.12871, 1.13012, 5.95248], [2.32135, -1.78397, 3.93854], [0.37781, -2.67512, 8.71316], [-2.10222, 2.24419, -4.65405], [-0.74930, 0.87552, -6.53189], [-2.48133, -0.04440, -5.87939], [2.03649, -2.38678, -5.01858], [-1.15776, 0.61064, 3.42472], [2.43988, -3.03210, 6.07391], [1.78735, -0.84168, -2.87308], [1.94520, -3.33178, 8.19385], [0.08760, -0.23810, 8.00675], [3.14428, 0.79130, 3.25769], [-1.87547, 2.85312, -6.29036], [-2.11781, -1.78495, -5.71753], [0.22079, 2.18014, -0.79048], [1.88774, -1.80626, 9.10429], [1.02560, 0.14142, -5.19500]], "lowdin_charge": [0.7591, 0.1217, 0.0012, 0.1030, -0.1111, -0.2595, -0.0722, -0.0594, -0.4498, 0.0630, 0.0302, -0.0291, -0.1300, -0.1923, -0.1040, 0.0255, 0.0587, 0.0566, -0.1237, 0.0338, -0.5820, 0.0612, -0.3929, 0.0191, 0.0602, 0.0302, 0.0540, 0.1261, 0.1088, 0.1087, 0.1023, 0.1535, 0.1096, 0.1228, 0.0067, 0.0735, 0.1551, 0.0836, 0.1454, 0.1445, 0.1179, 0.0695, 0.1031, 0.0712, -0.0177, 0.1451, 0.1556, 0.0214, 0.1065, 0.1611, 0.1428, 0.0929, 0.1098, 0.0883, 0.1191, 0.1009], "lumo_energy_ev": -7.6, "e_tot_ha": -1526.91774, "total_charge": 2, "e_homo_ev": -12.36}